DFT (ωB97M-V with the def2-TZVPD basis set) results for a structure of composition C45H47N3O10Pr.

## Properties
Energy relative to the best compared isomer or geometry (same formula, charge and spin): 306.1 kJ/mol
Net charge: -1
Expectation value of S²: 2.002
Highest occupied orbital energy (alpha / beta): -5.6 / -5.6 eV
Orbital gap (alpha / beta): 7.49 / 7.50 eV
Spin multiplicity: 3

Cartesian coordinates (Å):
Pr (1.43616, -0.16620, 0.82318)
O (3.75535, -0.32646, 4.56010)
C (4.04996, 0.76188, 5.43533)
C (2.83447, 1.63439, 5.64497)
N (2.33750, 1.90093, 4.30060)
C (0.89014, 1.68363, 4.14416)
C (0.51821, 0.19735, 4.17089)
O (0.01404, -0.29613, 5.20135)
O (0.72717, -0.48978, 3.05269)
C (2.77657, 3.09103, 3.52928)
C (3.01826, 2.78290, 2.02973)
O (3.50454, 3.68228, 1.29640)
O (2.64091, 1.64009, 1.60482)
H (3.26331, 0.14227, 3.77268)
H (4.81259, 1.36886, 4.95409)
H (4.56566, 0.36245, 6.33382)
H (3.02953, 2.52609, 6.28190)
H (2.13386, 1.01634, 6.20196)
H (0.61738, 2.18425, 3.17844)
H (0.47187, 2.29585, 4.98586)
H (3.72622, 3.55834, 3.89445)
H (1.89689, 3.83590, 3.59331)
C (5.34757, -2.30338, 2.83033)
C (4.25382, -2.39472, 1.78986)
O (3.69107, -1.32525, 1.40880)
N (3.92491, -3.56096, 1.23514)
C (3.36177, -3.73258, -0.14633)
C (1.88675, -3.77967, -0.04868)
C (1.34722, -5.16376, 0.16977)
C (0.08306, -5.34959, -0.23736)
C (-0.66944, -4.23641, -0.80261)
C (-0.28322, -2.89248, -0.20376)
N (1.16801, -2.71940, -0.10987)
H (4.93879, -1.57587, 3.55719)
H (6.20771, -1.77638, 2.40346)
H (5.60724, -3.18307, 3.39543)
H (4.49277, -4.30675, 1.61711)
H (3.74194, -4.68867, -0.55932)
H (3.64240, -2.94774, -0.84743)
H (1.99456, -6.02578, 0.51453)
H (-0.37414, -6.33579, -0.11569)
H (-0.59653, -4.26946, -1.93589)
H (-1.32512, -0.93451, -0.21161)
C (-4.15820, 0.69424, -3.84261)
C (-2.74055, 1.27743, -3.68272)
C (-2.51768, 2.28637, -4.77799)
O (-2.67550, 2.01926, -2.35559)
C (-1.88716, 1.16300, -1.47478)
C (-0.91149, 0.49980, -2.44544)
O (-1.77077, 0.26116, -3.61528)
C (-0.13999, -0.77505, -2.06579)
O (1.04072, -0.32197, -1.47076)
C (0.24421, -1.50559, -3.39124)
C (-0.64092, -2.13741, -4.23100)
C (-0.37170, -2.31190, -5.60699)
C (0.81814, -1.95440, -6.13423)
C (1.84910, -1.66958, -5.23392)
C (1.59564, -1.40271, -3.91894)
C (-1.07721, -1.65429, -0.98748)
C (-2.34309, -2.18628, -1.58757)
C (-2.91308, -3.34107, -1.22960)
C (-2.17195, -4.25587, -0.28585)
C (-2.01317, -3.76100, 1.15380)
C (-0.95061, -2.90442, 1.19941)
C (-1.44031, 1.78838, -0.14518)
O (-0.50677, 1.06936, 0.55344)
C (-0.80266, 3.16256, -0.46072)
C (-1.57446, 4.31158, -0.47654)
C (-0.98052, 5.56856, -0.60741)
C (0.36886, 5.73132, -0.85816)
C (1.11480, 4.57835, -0.86551)
C (0.55151, 3.32677, -0.88752)
C (-2.83430, 2.00694, 0.67114)
C (-4.03055, 1.39200, 0.35785)
C (-5.15285, 1.59141, 1.16329)
C (-5.05849, 2.18947, 2.42000)
C (-3.84047, 2.76037, 2.74334)
C (-2.77914, 2.73131, 1.88148)
H (-4.81445, 1.49315, -3.50093)
H (-4.37895, -0.17414, -3.29583)
H (-4.30989, 0.38584, -4.88892)
H (-3.35627, 3.00172, -4.94179)
H (-2.40985, 1.84071, -5.79691)
H (-1.58513, 2.80143, -4.60992)
H (-2.49386, 0.30467, -1.23600)
H (-0.13363, 1.27491, -2.83151)
H (-1.68696, -2.27772, -3.91647)
H (-1.21159, -2.58939, -6.31400)
H (0.96712, -2.02841, -7.20233)
H (2.86267, -1.58187, -5.54736)
H (2.35200, -0.94026, -3.28244)
H (-2.81183, -1.64226, -2.36844)
H (-3.80851, -3.69495, -1.72555)
H (-2.66191, -5.28793, -0.31595)
H (-2.69133, -3.90857, 1.99246)
H (-0.62706, -2.36348, 2.07356)
H (-2.65320, 4.24123, -0.31717)
H (-1.61430, 6.42409, -0.63468)
H (0.78595, 6.71587, -1.00899)
H (2.15035, 4.67087, -0.86513)
H (1.15219, 2.42907, -1.00588)
H (-4.11312, 0.70855, -0.46987)
H (-6.14421, 1.28084, 0.83983)
H (-5.93123, 2.36197, 3.06430)
H (-3.73761, 3.30054, 3.68957)
H (-1.85651, 3.14139, 2.21839)

Mulliken population analysis, charges in e, atoms 1 to 8: number 1, Pr, carries 1.621; number 2, O, carries -0.608; number 3, C, carries -0.500; number 4, C, carries -0.827; number 5, N, carries 0.658; number 6, C, carries -0.312; number 7, C, carries 0.024; number 8, O, carries -0.759



DFT (ωB97M-V with the def2-TZVPD basis set) results for a structure of composition C33H42P2ReS6Si2Te.

## Properties
Energy relative to the best compared isomer or geometry (same formula, charge and spin): 142.5 kJ/mol
Expectation value of S²: 3.784
Highest occupied orbital energy (alpha / beta): -7.1 / -7.1 eV
Orbital gap (alpha / beta): 6.32 / 5.93 eV
Spin multiplicity: 4

Cartesian coordinates (Å):
Re (-0.74541, -0.26067, -0.23880)
S (-2.51239, 1.35206, -0.96460)
P (-1.64502, 2.38080, 0.58788)
C (-0.29263, 1.38884, 0.95958)
P (0.53098, 1.39846, 2.52522)
S (0.43222, -0.24944, 3.58118)
C (-0.01111, 2.82520, 3.54144)
C (0.44060, 4.11642, 3.27455)
C (0.05523, 5.18276, 4.07703)
C (-0.77143, 4.96038, 5.17028)
C (-1.20527, 3.67216, 5.45861)
C (-0.82733, 2.60902, 4.64940)
C (2.26519, 1.85566, 2.15501)
C (3.16506, 1.98762, 3.21555)
C (4.48688, 2.32609, 2.97574)
C (4.93285, 2.52536, 1.67142)
C (4.05347, 2.37980, 0.61221)
C (2.72250, 2.04405, 0.85606)
C (-1.33718, 4.05459, -0.02736)
C (-2.40350, 4.83782, -0.47471)
C (-2.16720, 6.09303, -1.01158)
C (-0.86279, 6.56755, -1.11946)
C (0.20070, 5.78236, -0.70108)
C (-0.03736, 4.52330, -0.16045)
C (-2.89710, 2.55451, 1.88951)
C (-3.25290, 3.78884, 2.42604)
C (-4.20577, 3.85927, 3.43454)
C (-4.78897, 2.70103, 3.92128)
C (-4.42376, 1.46400, 3.40216)
C (-3.48464, 1.38986, 2.38687)
H (1.11977, 4.29380, 2.45275)
H (0.41743, 6.18106, 3.85963)
H (-1.06039, 5.78797, 5.80733)
H (-1.84322, 3.49288, 6.31620)
H (-1.14938, 1.59976, 4.87384)
H (2.82083, 1.81271, 4.22854)
H (5.17646, 2.42828, 3.80479)
H (5.96810, 2.78388, 1.48587)
H (4.39934, 2.51856, -0.40617)
H (2.03222, 1.90933, 0.03025)
H (-3.41849, 4.46132, -0.40423)
H (-2.99620, 6.69984, -1.35417)
H (-0.67885, 7.54872, -1.53949)
H (1.21689, 6.14260, -0.80177)
H (0.78811, 3.89283, 0.14017)
H (-2.78163, 4.69621, 2.07225)
H (-4.47598, 4.82183, 3.85098)
H (-5.52519, 2.75833, 4.71375)
H (-4.87364, 0.55722, 3.78621)
H (-3.20414, 0.42515, 1.98200)
S (-2.05984, -1.96334, -1.24845)
S (-0.77380, -3.35395, -2.01221)
S (0.79632, -3.48726, -0.60585)
S (0.62248, -1.88976, 0.69565)
C (-1.92117, 0.43074, -6.81286)
Si (-0.89249, 1.18513, -5.47183)
C (0.87188, 1.35507, -6.04126)
C (-1.56519, 2.82959, -4.93687)
C (-0.96080, 0.04400, -3.97549)
Te (0.38623, 0.63364, -2.43339)
C (1.89782, -0.77256, -2.97455)
Si (3.66130, -0.40047, -2.40848)
C (3.83512, -0.69894, -0.59463)
C (4.05427, 1.37398, -2.82280)
C (4.77518, -1.51474, -3.39163)
H (-1.92707, 1.05581, -7.71162)
H (-2.95623, 0.30312, -6.48334)
H (-1.52844, -0.55248, -7.08768)
H (0.94923, 2.06614, -6.86908)
H (1.26780, 0.39405, -6.38680)
H (1.51945, 1.72247, -5.23780)
H (-1.39654, 3.60698, -5.68742)
H (-1.09415, 3.15530, -4.00410)
H (-2.64153, 2.75980, -4.75183)
H (-0.71049, -0.99726, -4.18676)
H (-1.94911, 0.06705, -3.51713)
H (1.86056, -0.76828, -4.06974)
H (1.54776, -1.74318, -2.61354)
H (3.04240, -0.19826, -0.03031)
H (4.79321, -0.32696, -0.21893)
H (3.76380, -1.76756, -0.36969)
H (3.41482, 2.08053, -2.28447)
H (3.93383, 1.56225, -3.89598)
H (5.09333, 1.59784, -2.55871)
H (4.53147, -2.56795, -3.22189)
H (5.82181, -1.36140, -3.10786)
H (4.68274, -1.31022, -4.46333)

Mulliken population analysis, charges in e, atoms 1 to 8: number 1, Re, carries -0.602; number 2, S, carries -0.454; number 3, P, carries 0.583; number 4, C, carries 0.557; number 5, P, carries 1.603; number 6, S, carries -0.461; number 7, C, carries 0.103; number 8, C, carries 0.036



DFT (ωB97M-V with the def2-TZVPD basis set) results for a cluster of 2 separate species, C22H25ClO4 in total.

## Properties
Highest occupied orbital energy: -7.0 eV
Orbital gap: 5.90 eV

Cartesian coordinates (Å):
C (-4.58146, -1.35038, -1.90986)
C (-3.14372, -1.69003, -1.61258)
O (-2.48443, -0.40847, -1.40939)
C (-1.17774, -0.46575, -1.09832)
C (-0.47063, 0.83817, -1.27825)
Cl (0.53740, 0.76668, -2.67227)
C (-1.12155, 2.19204, -1.19821)
O (-0.45845, 3.16996, -0.87462)
O (-2.41933, 2.19786, -1.54663)
C (-3.06709, 3.49424, -1.63679)
C (-4.51581, 3.20609, -1.94233)
O (-0.58368, -1.48217, -0.75169)
H (-5.18279, -2.25574, -2.03183)
H (-5.01255, -0.76028, -1.09615)
H (-4.66738, -0.77847, -2.83888)
H (-3.04353, -2.30071, -0.70304)
H (-2.68038, -2.20798, -2.46919)
H (-2.96169, 4.02215, -0.67754)
H (-2.61437, 4.08636, -2.44988)
H (-5.09876, 4.12431, -2.05413)
H (-4.62961, 2.64099, -2.87414)
H (-4.96515, 2.62529, -1.12815)
C (-0.30296, -0.22966, 5.69785)
C (0.05149, -0.02745, 4.25104)
C (0.37515, 1.25720, 3.79589)
C (0.71931, 1.49325, 2.47803)
C (0.91980, 0.40147, 1.58882)
C (1.56094, 0.61073, 0.32618)
C (2.58236, -0.22131, -0.20162)
C (3.22792, 0.12084, -1.43127)
C (4.17834, -0.70001, -2.00394)
C (4.50624, -1.93516, -1.43259)
C (5.42954, -2.88427, -2.13509)
C (3.97477, -2.23885, -0.17058)
C (3.05063, -1.40470, 0.44736)
C (0.47224, -0.88037, 2.01438)
C (0.08656, -1.09106, 3.33158)
H (-0.09638, -1.25522, 6.02891)
H (0.30009, 0.44653, 6.31889)
H (-1.36002, 0.00092, 5.90011)
H (0.37357, 2.06996, 4.52410)
H (0.90079, 2.50827, 2.12449)
H (1.44312, 1.61968, -0.10750)
H (2.96704, 1.05069, -1.93503)
H (4.68873, -0.39424, -2.91648)
H (5.40120, -3.87820, -1.66845)
H (5.16128, -2.97198, -3.19850)
H (6.46952, -2.53779, -2.10102)
H (4.30405, -3.15166, 0.33394)
H (2.68823, -1.65038, 1.44801)
H (0.42887, -1.69037, 1.27966)
H (-0.15975, -2.10103, 3.66673)

Mulliken population analysis, charges in e, atoms 1 to 8: number 1, C, carries -1.154; number 2, C, carries -0.178; number 3, O, carries -0.163; number 4, C, carries 0.036; number 5, C, carries 0.951; number 6, Cl, carries -0.226; number 7, C, carries 0.132; number 8, O, carries -0.631



DFT (ωB97M-V with the def2-TZVPD basis set) results for a structure of composition C21H28N4OS5Sb2Zn.

## Properties
Energy relative to the best compared isomer or geometry (same formula, charge and spin): 42.6 kJ/mol
Net charge: -2
Highest occupied orbital energy: -1.0 eV
Orbital gap: 4.09 eV

Cartesian coordinates (Å):
Zn (-0.58035, 0.27090, -3.13720)
S (-1.74070, 2.45891, -7.01525)
Sb (0.24772, 2.54291, -5.86970)
S (0.64621, 0.27483, -5.05142)
S (-1.65807, 2.29404, -2.70060)
S (-0.26944, 3.55215, -3.61264)
C (4.47687, -8.38633, 3.08973)
C (3.56498, -7.74690, 2.06897)
O (2.38581, -7.95647, 2.00784)
S (4.45108, -6.66640, 0.94596)
C (3.15734, -5.62171, 0.34000)
C (2.34814, -6.01684, -0.71897)
C (1.35743, -5.17382, -1.18723)
C (1.15910, -3.91146, -0.61405)
C (1.99056, -3.52336, 0.44530)
C (2.97616, -4.36879, 0.91785)
C (0.14870, -3.03431, -1.09554)
C (-0.68755, -2.25277, -1.48975)
H (3.91151, -9.10121, 3.68259)
H (4.90335, -7.61349, 3.72834)
H (5.30559, -8.88858, 2.58686)
H (2.49572, -6.98881, -1.17109)
H (0.72567, -5.47712, -2.01088)
H (1.85585, -2.54244, 0.88161)
H (3.61816, -4.05651, 1.73177)
N (1.32791, 1.37811, 1.94945)
C (1.63795, 1.38089, 0.59821)
C (0.88009, 0.64105, -0.31694)
N (1.12107, 0.70931, -1.61194)
C (2.10851, 1.50323, -2.03135)
C (2.86632, 2.20302, -1.11235)
N (2.64529, 2.14732, 0.20223)
H (0.75459, 0.62115, 2.28054)
H (2.08135, 1.65745, 2.55470)
H (0.06277, 0.00707, 0.00692)
H (2.26071, 1.55512, -3.10198)
H (3.67658, 2.84265, -1.44164)
N (-2.78035, -1.27773, -1.79137)
C (-1.52540, -1.22934, -2.06950)
H (-3.23700, -0.48668, -2.24977)
C (-5.01155, 2.27196, 0.60600)
C (-3.90992, 3.13755, 0.00166)
Sb (-1.96749, 2.48613, 0.67962)
C (-0.75301, 4.17716, 0.10218)
C (-1.50123, 5.32656, -0.56207)
C (-2.26838, 3.21189, 2.73785)
C (-2.87447, 4.60059, 2.90298)
H (-6.00308, 2.57407, 0.25504)
H (-5.01866, 2.33361, 1.69891)
H (-4.87665, 1.22084, 0.34109)
H (-4.05240, 4.18882, 0.25723)
H (-3.89082, 3.06138, -1.08510)
H (-0.01889, 3.77543, -0.59850)
H (-0.21834, 4.50345, 1.00023)
H (-1.98969, 4.98108, -1.47426)
H (-0.81223, 6.12653, -0.84902)
H (-2.26296, 5.75769, 0.09305)
H (-1.26941, 3.17714, 3.18482)
H (-2.86772, 2.46358, 3.26573)
H (-2.26640, 5.35617, 2.40071)
H (-2.96143, 4.89630, 3.95535)
H (-3.87547, 4.65307, 2.46882)

Mulliken population analysis, charges in e, atoms 1 to 8: number 1, Zn, carries 0.298; number 2, S, carries -0.793; number 3, Sb, carries 0.241; number 4, S, carries -0.625; number 5, S, carries -0.379; number 6, S, carries -0.425; number 7, C, carries -1.101; number 8, C, carries 0.780



DFT (ωB97M-V with the def2-TZVPD basis set) results for an isolated molecule of C3H6S2.

## Properties
Energy relative to the best compared isomer or geometry (same formula, charge and spin): 343.3 kJ/mol
Highest occupied orbital energy: -8.7 eV
SMILES string: S[C@H]1C[C@@H]1S
Orbital gap: 9.20 eV

Cartesian coordinates (Å):
S (-2.11957, -0.21695, 0.07038)
C (-0.47380, 0.06851, -0.46532)
C (0.27721, 1.37058, -0.13079)
C (0.49386, 0.12182, 0.63906)
S (1.89897, -0.48992, -0.12393)
H (-2.31126, -1.62866, -0.22103)
H (-0.14281, -0.08043, -1.49529)
H (1.24890, 1.62836, -0.72034)
H (-0.27402, 2.02887, 0.36114)
H (0.21635, 0.05739, 1.65435)
H (3.00889, -0.06107, 1.02022)

Mulliken population analysis, charges in e, atoms 1 to 8: number 1, S, carries -0.289; number 2, C, carries -0.311; number 3, C, carries -0.584; number 4, C, carries -0.099; number 5, S, carries -0.337; number 6, H, carries 0.146; number 7, H, carries 0.346; number 8, H, carries 0.228